No. 1
Computed, not measured: C7H11OPS in the gas phase, with wB97M-V/def2-TZVPD.

Each line ends with the Löwdin charge.
Element x y z (Å)
C 2.924 -2.190 -0.093  0.1184
C 2.442 -1.114 0.094  -0.1556
C 1.230 0.857 -0.768  -0.1971
C 0.198 -0.160 -1.264  -0.3449
C 0.902 -0.022 1.633  0.0274
C 1.854 0.159 0.489  -0.4380
C -3.312 1.132 0.272  -0.2214
O -1.927 1.087 0.247  -0.4079
P -1.103 -0.338 0.058  0.4639
S -2.411 -1.745 -0.084  0.2541
H 3.106 -3.197 -0.532  0.0603
H 2.004 1.032 -1.612  0.1514
H 0.706 1.710 -0.411  0.0866
H -0.096 -0.018 -2.338  0.1050
H 0.540 -1.245 -1.346  0.0886
H 0.757 -0.974 1.925  0.0042
H 0.614 0.922 2.183  0.0986
H 2.648 0.789 0.809  0.1238
H -3.677 0.417 -0.500  0.0402
H -3.667 2.082 0.028  0.0641
H -3.731 0.815 1.211  0.0782

2S+1 = 1
Net charge = 0
DFT total energy = -29605.251 eV
Lowest unoccupied orbital energy (spin up / spin down) = -0.07 / -0.07 eV



No. 2
Computed, not measured: 2 unconnected molecules or ions with the total composition C7H11P, with wB97M-V/def2-TZVPD.

Each line ends with the Löwdin charge.
Element x y z (Å)
C 2.605 -1.699 -1.127  0.0243
C 1.787 -1.500 -0.305  -0.4327
P 0.577 -1.302 0.973  0.8892
C -0.953 -1.039 -0.109  -0.3789
C -1.672 0.162 0.550  -0.3767
C -2.898 0.725 -0.208  -0.1462
H 3.189 -1.607 -1.989  0.0122
H 0.410 -2.618 1.175  -0.0936
H -1.563 -1.848 -0.235  0.0473
H -0.713 -0.866 -1.073  0.0327
H -1.092 1.061 0.583  0.0596
H -2.150 0.010 1.595  0.1250
H -2.671 0.591 -1.282  0.0655
H -3.693 -0.003 -0.037  0.0533
H -3.145 1.833 0.217  0.1262
C 3.458 1.954 -0.052  -0.0041
C 2.528 2.081 0.687  -0.0133
H 4.384 1.914 -0.556  0.0114
H 1.611 2.153 1.191  -0.0011

2S+1 = 1
Structure (SMILES) = C#CPCCC.C#C
Net charge = 0
DFT total energy = -16720.313 eV
Lowest unoccupied orbital energy = 0.99 eV



No. 3
Computed, not measured: 2 unconnected molecules or ions with the total composition C7H11P, with wB97M-V/def2-TZVPD.

Each line ends with the Löwdin charge.
Element x y z (Å)
C 0.946 -3.063 -0.659  0.0178
C 0.854 -1.991 -0.110  -0.4570
P 1.535 -0.414 0.348  0.8474
C 0.610 0.541 -0.962  -0.4500
C 0.754 2.066 -0.802  -0.3868
C -0.375 2.817 -1.433  -0.1459
H 0.947 -4.099 -1.029  0.0412
H 0.598 -0.047 1.358  -0.0567
H -0.401 0.364 -0.554  0.0640
H 0.824 0.217 -2.012  0.0978
H 1.691 2.523 -0.963  0.0860
H 0.519 2.199 0.251  0.0809
H -0.418 2.472 -2.497  0.0781
H -1.287 2.377 -0.903  0.0881
H -0.396 3.964 -1.316  0.0998
C -2.152 -2.285 2.791  -0.0295
C -1.097 -2.808 2.750  -0.0396
H -3.092 -1.745 3.029  0.0421
H -0.060 -3.088 2.711  0.0225

2S+1 = 1
Structure (SMILES) = C#CPCCC.C#C
Net charge = 0
DFT total energy = -16720.696 eV
Lowest unoccupied orbital energy = 0.94 eV



No. 4
Computed, not measured: 2 unconnected molecules or ions with the total composition C7H11PS, with wB97M-V/def2-TZVPD.

Each line ends with the Löwdin charge.
Element x y z (Å)
C -1.251 -0.437 0.580  -0.1760
C -0.125 -1.430 0.278  -0.1644
C 0.038 0.310 -1.373  -0.1013
C 0.435 1.369 0.699  -0.2405
C -0.787 0.886 -0.108  -0.2407
C 0.825 -0.578 -0.522  -0.4216
C 1.434 0.352 0.472  -0.2151
P 3.564 1.788 -0.585  0.2790
S 4.123 0.996 -2.245  -0.0424
H -2.197 -0.652 0.120  0.0871
H -1.571 -0.151 1.694  0.1509
H 0.222 -1.958 1.314  0.1591
H -0.455 -2.323 -0.338  0.1230
H -0.631 -0.214 -2.009  0.1104
H 0.607 0.999 -1.898  0.0836
H 0.843 2.381 0.369  0.1062
H 0.166 1.549 1.733  0.1070
H -1.699 1.527 -0.264  0.1472
H 1.587 -1.211 -1.029  0.1489
H 1.962 -0.218 1.253  0.0996

2S+1 = 1
Net charge = 0
DFT total energy = -27558.134 eV
Lowest unoccupied orbital energy (spin up / spin down) = -1.14 / -1.27 eV



No. 5
Computed, not measured: C7H12 in the gas phase, with wB97M-V/def2-TZVPD.

Each line ends with the Löwdin charge.
Element x y z (Å)
C 0.277 0.763 -1.681  0.0320
C 0.328 -0.336 -0.928  -0.2940
C 0.320 -1.668 -1.646  -0.0804
C 0.003 -0.458 0.558  -0.2734
C 0.010 -1.596 1.235  0.0431
C -0.739 0.751 1.190  -0.1918
C 0.215 2.001 1.234  -0.0959
H -0.418 0.801 -2.534  0.0805
H 0.592 1.752 -1.366  0.0446
H 1.318 -2.114 -1.796  0.0891
H -0.033 -1.474 -2.675  0.0834
H -0.125 -2.485 -1.092  0.0501
H -0.448 -1.726 2.212  0.0662
H 0.291 -2.550 0.793  0.0556
H -1.541 1.028 0.525  0.0976
H -1.139 0.377 2.147  0.1009
H -0.106 2.675 2.028  0.0608
H 1.217 1.627 1.418  0.0784
H -0.021 2.630 0.376  0.0533

2S+1 = 1
Structure (SMILES) = C=C(C)C(=C)CC
Net charge = 0
DFT total energy = -7450.945 eV
Lowest unoccupied orbital energy = 0.68 eV



No. 6
Computed, not measured: C7H12 in the gas phase, with wB97M-V/def2-TZVPD.

Each line ends with the Löwdin charge.
Element x y z (Å)
C -2.107 -0.077 0.447  -0.0762
C -1.227 -0.652 -0.636  -0.2748
C 0.030 0.014 -1.055  -0.1988
C 0.614 1.268 -0.418  -0.1993
C 1.748 0.929 0.543  -0.0989
C 0.564 -1.256 1.111  0.0962
C 0.107 -1.325 -0.265  -0.3038
H -2.679 0.777 0.064  0.0800
H -2.816 -0.833 0.799  0.0799
H -1.517 0.244 1.309  0.0655
H -1.765 -1.167 -1.431  0.1330
H 0.292 -0.126 -2.103  0.1361
H 0.980 1.926 -1.216  0.1100
H -0.166 1.823 0.116  0.1082
H 2.585 0.437 0.035  0.0913
H 2.113 1.781 1.122  0.0834
H 1.302 0.229 1.301  0.0149
H 1.506 -1.839 1.171  0.0293
H 0.435 -2.153 -0.894  0.1238

2S+1 = 1
Net charge = 0
DFT total energy = -7449.117 eV
Lowest unoccupied orbital energy = 0.40 eV



No. 7
Computed, not measured: C7H12 in the gas phase, with wB97M-V/def2-TZVPD.

Each line ends with the Löwdin charge.
Element x y z (Å)
C 2.091 -0.784 1.253  -0.1183
C 1.292 0.269 0.558  -0.2027
C 0.771 0.086 -0.805  -0.1386
C -0.746 0.134 -0.472  -0.5208
C -1.707 1.046 -1.215  -0.1032
C -1.968 -0.401 -1.074  -0.0305
C -0.965 -0.034 0.994  -0.0715
H 3.147 -0.737 0.936  0.0786
H 1.730 -1.789 1.003  0.0756
H 2.075 -0.669 2.342  0.0735
H 1.377 1.286 0.932  0.1098
H 1.033 0.901 -1.493  0.1118
H 1.075 -0.871 -1.244  0.1166
H -1.296 1.429 -2.156  0.1041
H -2.339 1.770 -0.696  0.1010
H -2.252 -1.161 -1.795  0.0912
H -2.136 -0.365 0.654  0.1409
H -0.601 -0.970 1.418  0.0886
H -0.989 0.838 1.653  0.0939

2S+1 = 1
Net charge = 0
DFT total energy = -7447.139 eV
Lowest unoccupied orbital energy (spin up / spin down) = 0.37 / 1.04 eV



No. 8
Computed, not measured: a molecular structure, C7H12, with wB97M-V/def2-TZVPD.

Each line ends with the Löwdin charge.
Element x y z (Å)
C 1.087 1.362 -1.084  -0.0665
C -0.393 1.294 -0.746  -0.3028
C -1.283 0.089 -0.511  -0.2784
C -0.812 -1.342 -0.332  -0.1707
C 0.474 -1.368 0.495  -0.2442
C 0.374 -0.359 1.617  -0.0663
C -1.013 1.053 0.610  0.0206
H 1.291 0.971 -2.089  0.0790
H 1.405 2.412 -1.063  0.0763
H 1.712 0.827 -0.365  0.0521
H -0.945 2.080 -1.276  0.1273
H -2.269 0.148 -0.979  0.1297
H -1.598 -1.874 0.221  0.1142
H -0.683 -1.862 -1.289  0.1098
H 0.638 -2.379 0.892  0.1109
H 1.337 -1.146 -0.138  0.0917
H 1.321 0.087 1.933  0.0897
H -0.157 -0.748 2.495  0.0964
H -0.486 0.757 1.609  0.0312

2S+1 = 1
Net charge = 0
DFT total energy = -7448.769 eV
Lowest unoccupied orbital energy = 0.90 eV



No. 9
Computed, not measured: 2 unconnected molecules or ions with the total composition C7H12, with wB97M-V/def2-TZVPD.

Each line ends with the Löwdin charge.
Element x y z (Å)
C 0.507 1.729 -2.464  -0.0196
C -0.697 1.300 -1.850  -0.2878
C -0.243 0.366 -0.581  -0.1764
C -1.541 -0.158 0.147  -0.2187
C -1.035 -0.920 1.238  -0.0253
C -0.223 -1.445 2.029  -0.1669
C 0.717 -1.967 2.828  -0.0676
H 1.034 2.614 -2.119  0.0540
H 2.360 -0.534 0.977  0.0628
H 0.985 1.142 -3.243  0.0537
H -1.297 2.099 -1.401  0.1053
H -1.320 0.649 -2.472  0.1052
H 0.359 0.966 0.102  0.0998
H 0.351 -0.473 -0.946  0.1047
H -2.137 0.707 0.462  0.1170
H -2.127 -0.749 -0.567  0.1167
H 2.077 -0.957 1.537  0.0189
H 1.148 -2.943 2.629  0.0620
H 1.083 -1.425 3.694  0.0620

2S+1 = 1
Net charge = 0
DFT total energy = -7447.408 eV
Lowest unoccupied orbital energy (spin up / spin down) = -0.39 / 0.42 eV



No. 10
Computed, not measured: C7H12 in the gas phase, with wB97M-V/def2-TZVPD.

Each line ends with the Löwdin charge.
Element x y z (Å)
C -1.249 -1.101 -1.800  -0.1122
C -0.331 -0.045 -1.205  -0.2517
C 0.558 -0.555 -0.042  -0.2444
C 1.742 0.298 0.582  -0.0906
C 0.846 0.706 1.781  -0.1944
C -0.381 1.279 1.129  -0.1153
C -0.197 -0.221 1.232  -0.2202
H -1.993 -0.604 -2.434  0.0713
H -1.814 -1.595 -0.996  0.0781
H -0.728 -1.861 -2.385  0.0673
H 0.244 0.522 -1.948  0.1149
H -1.058 0.665 -0.780  0.0827
H 0.864 -1.596 -0.215  0.1356
H 2.192 1.097 -0.023  0.1065
H 2.546 -0.367 0.921  0.1078
H 1.197 0.853 2.798  0.1232
H -1.389 1.589 1.414  0.1154
H -0.127 1.746 0.183  0.0880
H -0.921 -0.810 1.788  0.1379

2S+1 = 1
Structure (SMILES) = CC[C@H]1C[C@H]2C[C@@H]12
Net charge = 0
DFT total energy = -7450.905 eV
Lowest unoccupied orbital energy = 1.19 eV



No. 11
Computed, not measured: C7H12 in the gas phase, with wB97M-V/def2-TZVPD.

Each line ends with the Löwdin charge.
Element x y z (Å)
C -2.116 -0.466 0.928  -0.0647
C -1.299 -0.553 -0.365  -0.1952
C -0.285 0.416 -1.120  -0.2126
C 1.049 1.087 -0.930  -0.1954
C 1.453 0.932 0.527  -0.1929
C 0.959 -0.514 0.777  -0.1585
C 0.153 -0.887 -0.494  -0.2588
H -3.020 0.133 0.758  0.0768
H -2.454 -1.468 1.231  0.0816
H -1.582 -0.026 1.773  0.0624
H -1.947 -0.876 -1.177  0.1213
H -0.571 0.400 -2.174  0.1232
H 1.733 0.134 -1.465  0.1560
H 1.216 2.057 -1.418  0.1034
H 2.536 1.019 0.615  0.0988
H 1.008 1.664 1.216  0.1085
H 0.397 -0.608 1.712  0.0925
H 1.795 -1.212 0.845  0.1037
H 0.975 -1.229 -1.241  0.1499

2S+1 = 1
Structure (SMILES) = C[C@H]1[C@H]2CCC[C@@H]12
Net charge = 0
DFT total energy = -7449.717 eV
Lowest unoccupied orbital energy = 1.07 eV



No. 12
Computed, not measured: C7H12 in the gas phase, with wB97M-V/def2-TZVPD.

Each line ends with the Löwdin charge.
Element x y z (Å)
C -0.274 0.265 2.684  0.0597
C 0.374 0.147 1.494  -0.0531
C -0.688 -0.142 0.672  -0.1722
C -0.454 -0.508 -0.830  -0.3919
C -0.144 -1.989 -0.931  -0.0871
C 0.743 0.354 -1.358  -0.2230
C 0.482 1.872 -1.164  -0.1137
H -0.685 -0.558 3.257  0.0817
H -0.243 1.264 3.125  0.0734
H -1.769 -0.285 0.801  0.1098
H -1.416 -0.159 -1.269  0.1289
H 0.362 -2.367 -0.031  0.0799
H 0.434 -2.346 -1.779  0.0703
H -1.028 -2.622 -0.981  0.0682
H 0.927 0.045 -2.382  0.1014
H 1.494 0.114 -0.602  0.0893
H 1.288 2.464 -1.610  0.0656
H 0.443 2.087 -0.094  0.0437
H -0.487 2.238 -1.522  0.0690

2S+1 = 1
Structure (SMILES) = C=C=C[C@H](C)CC
Net charge = 0
DFT total energy = -7448.608 eV
Lowest unoccupied orbital energy = -0.33 eV



Computed energy above the lowest of the compared OMol25 structures with the same formula, charge and spin, in the same sequence as the records: 13.4, 90.5, 81.7, 49.8, 57.3, 99.5, 145.1, 107.5, 138.9, 58.3, 85.6, 111.2 kcal/mol.